# 1
Density functional theory data (ωB97M-V with the def2-TZVPD basis set) for a structure of composition C55H55AsCsF5O3P2S5.

```
127
Properties=species:S:1:pos:R:3
Cs -0.94 -0.21 -0.06
C 3.12 0.02 -4.23
C 3.50 -1.46 -4.26
S 2.08 -2.57 -4.13
C 2.62 -3.75 -2.86
C 3.11 -3.18 -1.52
S 1.91 -2.05 -0.78
C 2.93 -0.65 -0.31
C 3.55 0.18 -1.44
S 2.34 0.66 -2.72
H 2.39 0.24 -5.01
H 4.02 0.60 -4.44
H 4.19 -1.71 -3.46
H 4.02 -1.67 -5.20
H 3.37 -4.41 -3.28
H 1.72 -4.35 -2.68
H 4.05 -2.64 -1.64
H 3.29 -4.01 -0.84
H 3.71 -0.98 0.38
H 2.29 0.01 0.29
H 4.37 -0.35 -1.92
H 3.96 1.08 -1.00
C -5.92 -0.07 -3.29
C -5.42 -1.25 -2.76
C -4.06 -1.53 -2.85
C -3.19 -0.64 -3.48
C -3.69 0.55 -3.99
C -5.05 0.83 -3.89
As -1.29 -1.09 -3.44
C -1.33 -2.56 -4.72
C -1.70 -3.88 -4.49
C -1.59 -4.82 -5.50
C -1.08 -4.45 -6.75
C -0.69 -3.14 -6.98
C -0.81 -2.19 -5.97
C -0.38 -0.77 -6.06
C 0.21 -0.17 -7.16
C 0.56 1.17 -7.11
C 0.34 1.92 -5.95
C -0.24 1.32 -4.83
C -0.60 -0.03 -4.89
H -6.97 0.17 -3.20
H -6.08 -1.95 -2.26
H -3.68 -2.45 -2.41
H -3.02 1.27 -4.43
H -5.43 1.77 -4.28
H -2.07 -4.18 -3.51
H -1.88 -5.85 -5.32
H -0.99 -5.19 -7.53
H -0.27 -2.87 -7.94
H 0.39 -0.74 -8.06
H 1.02 1.64 -7.97
H 0.62 2.96 -5.91
H -0.40 1.87 -3.92
O -3.34 1.72 -0.78
C -2.33 2.27 -1.27
O -1.46 1.72 -2.00
C -2.06 3.71 -0.84
C -0.76 4.21 -0.89
C -0.48 5.48 -0.38
C -1.50 6.25 0.15
C -2.81 5.76 0.18
C -3.08 4.49 -0.31
H 0.03 3.59 -1.28
H 0.54 5.84 -0.37
H -1.29 7.23 0.56
H -3.60 6.36 0.60
H -4.07 4.06 -0.26
C -2.52 -0.05 4.99
C -1.74 1.23 4.68
P -1.93 1.70 2.90
C -0.82 3.17 2.69
C -0.48 4.01 3.93
C -3.63 2.41 2.83
C -3.93 3.69 3.60
H -2.32 -0.41 6.00
H -2.23 -0.85 4.30
H -3.59 0.11 4.89
H -0.67 1.05 4.81
H -2.02 2.04 5.36
H -1.29 3.79 1.92
H 0.11 2.81 2.25
H -1.37 4.41 4.41
H 0.16 4.85 3.64
H 0.07 3.42 4.66
H -4.30 1.60 3.13
H -3.81 2.55 1.76
H -3.70 3.58 4.67
H -4.99 3.96 3.51
H -3.34 4.52 3.21
F 6.43 5.17 2.98
C 5.39 4.40 2.56
C 5.56 3.05 2.32
F 6.77 2.49 2.52
C 4.50 2.27 1.89
F 4.76 0.95 1.66
C 3.19 2.75 1.66
O 2.21 2.05 1.28
C 3.09 4.16 1.91
F 1.89 4.75 1.70
C 4.14 4.94 2.34
F 3.95 6.27 2.55
S 1.07 -5.82 1.71
P 0.31 -4.25 2.65
S -1.08 -3.14 1.77
C 1.68 -3.14 3.18
C 2.79 -3.68 3.82
C 3.83 -2.85 4.21
C 3.77 -1.48 3.97
C 2.66 -0.94 3.34
C 1.62 -1.78 2.95
C -0.34 -4.76 4.30
C -0.74 -3.77 5.19
C -1.25 -4.11 6.44
C -1.37 -5.45 6.79
C -0.98 -6.44 5.90
C -0.46 -6.09 4.66
H 2.85 -4.75 3.98
H 4.70 -3.27 4.71
H 4.59 -0.84 4.27
H 2.60 0.12 3.14
H 0.74 -1.37 2.46
H -0.66 -2.73 4.90
H -1.56 -3.34 7.13
H -1.77 -5.72 7.76
H -1.07 -7.49 6.17
H -0.14 -6.85 3.95
```

Its total charge is -2. The energy comes out at -211804.31715 eV. The HOMO energy comes out at -0.110 Ha. The calculation puts the energy relative to the best compared isomer or geometry (same formula, charge and spin) at 14.0 kcal/mol. The HOMO-LUMO gap is 6.47 eV. As for the maximum force: 0.01039 hartree/bohr.


# 2
Density functional theory data (ωB97M-V with the def2-TZVPD basis set) for a structure of composition C55H55Cl2Ge2O3S4W.

```
122
Properties=species:S:1:pos:R:3
W 0.29 0.66 -0.32
Cl -6.78 -5.62 2.49
C -5.76 -6.85 1.80
C -4.88 -6.58 0.77
C -4.04 -7.62 0.35
Cl -3.07 -7.41 -1.05
C -4.24 -9.03 0.90
O -3.45 -9.89 0.55
C -5.47 -9.27 1.66
C -5.82 -10.66 2.17
O -5.09 -11.55 2.61
C -6.07 -8.19 2.17
H -4.89 -5.56 0.30
H -6.92 -10.87 2.22
H -6.75 -8.33 2.99
C 3.66 -5.39 5.29
C 3.91 -4.35 4.24
C 4.45 -3.07 4.57
C 4.98 -2.20 3.65
C 5.66 -0.88 4.05
C 4.90 -2.51 2.32
C 4.33 -3.74 1.93
C 4.08 -4.16 0.47
C 3.93 -4.69 2.91
C 5.51 -1.62 1.25
C 6.85 -1.46 1.21
C 7.43 -0.57 0.31
C 6.67 0.01 -0.68
C 5.31 -0.20 -0.69
C 4.70 -0.89 0.33
Ge 2.65 -0.93 0.46
S 1.61 -0.50 -1.60
S -0.75 1.77 -2.03
Ge -0.93 3.34 -0.29
S -0.85 -1.04 0.32
S 1.96 1.31 1.31
C -2.88 3.67 0.23
C -3.85 4.06 -0.73
C -5.07 4.52 -0.22
C -5.27 4.61 1.14
C -4.34 4.21 2.08
C -3.10 3.77 1.60
C -2.02 3.36 2.57
C -2.10 2.11 3.12
C -2.93 0.94 2.63
C -1.14 1.76 4.15
C -0.17 2.65 4.56
C 0.78 2.25 5.69
C -0.15 3.95 4.03
C -0.94 4.28 2.95
C -0.73 5.65 2.30
C -3.69 4.19 -2.25
C -3.08 5.39 -2.78
C -2.55 6.47 -1.89
C -2.86 5.58 -4.15
C -3.42 4.71 -5.08
C -3.66 5.08 -6.50
C -3.97 3.50 -4.58
C -4.14 3.25 -3.20
C -4.75 1.95 -2.79
C 4.60 0.34 -1.88
C 4.02 1.62 -1.85
C 4.19 2.55 -0.70
C 3.37 2.06 -3.00
C 3.40 1.36 -4.15
C 2.76 1.81 -5.40
C 4.02 0.09 -4.17
C 4.51 -0.44 -3.01
C 4.86 -1.90 -2.98
H 2.66 -5.85 5.07
H 3.67 -4.91 6.29
H 4.38 -6.26 5.32
H 4.52 -2.87 5.64
H 4.99 -0.07 3.84
H 6.60 -0.74 3.54
H 5.84 -0.88 5.12
H 3.24 -3.65 0.01
H 3.89 -5.20 0.42
H 4.98 -3.96 -0.12
H 3.43 -5.63 2.57
H 7.47 -1.99 1.94
H 8.51 -0.36 0.41
H 7.11 0.66 -1.45
H -5.88 4.84 -0.94
H -6.24 5.01 1.50
H -4.47 4.37 3.14
H -2.28 0.04 2.56
H -3.31 1.12 1.62
H -3.79 0.67 3.27
H -1.20 0.76 4.55
H 1.36 3.10 5.96
H 1.41 1.43 5.38
H 0.23 2.00 6.58
H 0.62 4.64 4.31
H -0.90 5.73 1.22
H 0.33 5.92 2.43
H -1.30 6.43 2.80
H -1.66 6.89 -2.34
H -2.28 6.12 -0.87
H -3.28 7.35 -1.73
H -2.16 6.27 -4.50
H -3.24 6.09 -6.76
H -4.78 5.11 -6.68
H -3.15 4.33 -7.14
H -4.38 2.68 -5.15
H -5.09 1.42 -3.71
H -5.67 2.06 -2.15
H -4.09 1.34 -2.20
H 3.35 2.54 -0.01
H 4.27 3.55 -1.05
H 5.12 2.32 -0.16
H 2.84 3.01 -3.00
H 3.02 1.23 -6.23
H 3.14 2.88 -5.64
H 1.64 1.77 -5.27
H 4.19 -0.43 -5.11
H 5.02 -2.14 -4.02
H 4.13 -2.65 -2.61
H 5.79 -2.13 -2.41
O -8.16 -5.10 -9.42
H -8.18 -4.28 -10.01
H -9.05 -5.45 -9.48
```

Its total charge is +3. The energy comes out at -247284.03655 eV. The HOMO energy comes out at -0.502 Ha. The calculation puts the energy relative to the best compared isomer or geometry (same formula, charge and spin) at 32.1 kcal/mol. The HOMO-LUMO gap is 3.01 eV. As for the maximum force: 0.06838 hartree/bohr.


- total charge of number 1 (C55H55AsCsF5O3P2S5)?
  -2


- Which of these has the lowest maximum force?
  C55H55AsCsF5O3P2S5


- Number 2 is which compound?
  C55H55Cl2Ge2O3S4W


- Among the records above, which one has the lowest maximum force?
  C55H55AsCsF5O3P2S5